{
  "formula": "C5H23N2O6",
  "method": "wB97M-V/def2-TZVPD",
  "species": ["C", "C", "C", "C", "O", "N", "C", "N", "H", "H", "H", "H", "H", "H", "H", "H", "H", "H", "H", "H", "H", "H", "H", "O", "H", "H", "O", "H", "H", "O", "H", "H", "O", "H", "H", "O"],
  "coordinates": [[-1.94, 0.81, -0.36], [-0.38, 0.58, 0.01], [0.28, -0.41, -0.88], [0.19, -1.91, -0.36], [-0.98, -2.31, 0.09], [0.31, 1.94, -0.08], [-0.46, 3.10, 0.56], [0.10, 3.46, 1.82], [-2.07, 1.31, -1.31], [-2.58, -0.08, -0.45], [-2.28, 1.49, 0.36], [-0.33, 0.43, 1.17], [-0.19, -0.30, -1.96], [1.39, -0.15, -0.92], [1.14, -2.35, 0.17], [0.23, -2.48, -1.28], [0.68, 2.21, -1.02], [-0.33, 4.00, -0.12], [-1.57, 2.85, 0.52], [-0.17, 3.00, 2.67], [1.13, 3.45, 1.71], [1.65, -1.35, -2.52], [1.20, -0.59, -3.76], [1.28, -1.51, -3.37], [1.74, -0.16, 2.75], [0.49, -0.74, 3.22], [1.34, -0.42, 3.59], [2.52, 1.52, -0.74], [3.16, 0.35, -1.26], [3.34, 1.10, -0.79], [-2.29, -2.55, -1.96], [-3.17, -1.34, -1.64], [-2.88, -1.95, -2.30], [-0.14, -2.54, 2.30], [-1.19, -1.84, 1.38], [-0.63, -1.74, 2.35]],
  "lowdin_charge": [-0.046, -0.336, -0.168, -0.446, -0.270, -0.067, -0.317, -0.011, 0.078, 0.055, 0.012, 0.152, 0.142, 0.076, 0.127, 0.068, 0.101, 0.109, 0.091, 0.055, 0.081, -0.021, 0.065, -0.076, 0.011, -0.038, -0.111, -0.040, -0.036, -0.007, -0.030, -0.004, -0.029, -0.014, 0.044, -0.202],
  "multiplicity": 1,
  "energy_ha": -765.18963,
  "charge": -1,
  "relative_energy_ev": 3.705,
  "max_force_ev_per_a": 4.123,
  "e_lumo_ev": 2.9635,
  "orbital_gap_ev": 7.11
}